Entry from OMol25: a cluster of 2 separate species, C2H6Br4OSi2 in total (ωB97M-V/def2-TZVPD).

```
15
Properties=species:S:1:pos:R:3:forces:R:3
C -1.954 0.286 -2.181 -0.2 -1.5 0.3
C 1.621 -0.251 2.187 2.2 4.9 -2.7
O -0.996 0.470 1.105 -3.2 0.0 -1.1
Si -2.872 0.208 -0.563 2.6 0.1 2.2
Si 0.492 0.187 0.784 0.9 -1.2 -0.7
Br -4.119 1.838 0.211 0.4 -0.6 -0.4
Br -3.371 -1.805 0.159 -0.1 0.7 -0.3
Br 1.262 1.840 -0.476 0.4 0.5 -0.1
Br 0.638 -1.547 -0.711 0.2 -0.4 0.1
H -1.910 1.290 -2.556 -0.2 0.5 -0.3
H -0.856 -0.077 -2.025 -2.2 0.2 -0.4
H -2.657 -0.390 -2.810 1.6 1.0 0.5
H 2.692 0.205 1.939 -2.1 -1.3 0.4
H 1.241 0.442 2.894 -0.3 0.6 1.3
H 1.650 -1.180 2.560 0.1 -3.4 1.1
```
Positions in Å, forces in eV/Å.

## Properties
ΔE to the lowest compared entry with this formula, charge and spin = 0.00 kcal/mol
LUMO level = -0.63 eV
HOMO = -9.6 eV
largest force on an atom = 6.04 eV/A
frontier orbital gap = 9.0 eV